Record 1
The following is a DFT calculation (ωB97M-V/def2-TZVPD) of a single C3H5NO2 molecule at a distorted geometry.

Structure (XYZ):
```
11
C3H5NO2 | the OMol25 dataset | ωB97M-V/def2-TZVPD
C 0.5611 1.4671 0.4173
C 0.7270 0.2785 -0.5482
C -0.8622 -1.5248 0.4071
H 0.0898 1.2020 1.5098
H 0.8364 0.7305 -1.6151
H 1.7049 -0.3206 -0.3806
H -1.4133 -0.0646 -0.7947
H 0.0335 -2.1061 0.7801
N -0.4913 -0.5499 -0.5502
O 0.8712 2.7431 0.0837
O -2.0571 -1.8553 0.6907
```

Properties
**E_tot**: -322.478167 Eh
**SMILES string**: O=CCNC=O
**Molecular weight**: 87.078 u

***

Record 2
The following is a DFT calculation (ωB97M-V/def2-TZVPD) of a 8-piece molecular cluster, C34H54BClFIO33P2 overall at a distorted geometry.

Structure (XYZ):
```
127
C34H54BClFIO33P2 | the OMol25 dataset | ωB97M-V/def2-TZVPD
C 6.6624 0.4043 3.1743
C 6.1919 -0.4575 1.8928
O 4.9391 -1.1674 2.1234
C 4.0709 -0.8894 1.0231
O 4.6911 -1.5198 -0.1406
B 4.5010 -2.9510 -0.1112
O 3.4035 -3.5416 -0.8293
O 5.4595 -3.7493 0.6000
O 2.7686 -1.4120 1.1072
C 1.8285 -0.7928 1.9846
C 2.3061 0.1827 3.1233
C 2.8979 1.6072 2.8222
C 2.1219 2.5810 1.8431
Cl 2.8035 4.2848 2.1404
C 0.6192 -0.2348 1.0414
C 1.2171 0.0351 -0.4428
O 0.3318 0.7907 -1.2923
C 0.3922 2.1857 -1.0514
C -0.7512 2.9362 -0.2297
O 1.3596 2.8292 -1.5011
O -0.4568 -1.1823 0.8630
C -1.7464 -0.6018 0.9874
F -2.2317 0.0471 -0.1720
C -2.7623 -1.8397 1.2543
P -4.3613 -1.3265 2.0921
O -5.4649 -1.0807 1.0703
O -4.8283 -2.6421 3.0922
O -4.1803 0.0405 3.0780
P 1.1881 -2.3206 3.0122
O 0.8349 -3.6031 1.9025
I -0.8577 -1.6845 4.2858
H 7.7174 0.7595 2.9093
H 6.6536 -0.2202 4.1218
H 6.0507 1.3691 3.2688
H 6.9840 -1.2404 1.6238
H 6.1637 0.2698 1.0227
H 4.0317 0.2220 0.7335
H 3.1114 -2.8162 -1.4306
H 5.3202 -3.6412 1.5611
H 1.4192 0.3199 3.8455
H 3.0829 -0.3864 3.7543
H 2.9920 2.1635 3.8249
H 3.9822 1.5306 2.4504
H 2.4442 2.3327 0.7781
H 1.0020 2.6395 1.9813
H 0.1542 0.7106 1.4906
H 1.3612 -0.9776 -0.9622
H 2.2238 0.5577 -0.4263
H -0.4283 4.0099 -0.0951
H -0.8779 2.4228 0.7730
H -1.7413 2.9615 -0.7980
H -1.8339 0.0587 1.9225
H -2.1966 -2.6737 1.7725
H -3.0386 -2.2085 0.2037
H -4.2250 -2.5711 3.8668
H -3.3154 -0.0382 3.5385
H 0.9983 -3.2713 0.9884
C -2.5147 7.2410 -1.8286
C -3.7751 6.4434 -1.6870
O -3.3550 5.3246 -0.9121
C -2.2483 5.7065 -0.2224
O -1.7374 5.0572 0.6474
O -1.7924 6.9102 -0.6442
H -2.7031 8.3140 -1.8820
H -1.9230 6.9389 -2.6999
H -4.5542 6.9814 -1.1393
H -4.1764 6.1227 -2.6490
C 0.2159 -6.6819 -0.6574
C 0.2029 -6.7510 0.8397
O -0.8952 -7.6130 1.1121
C -1.0876 -8.3802 0.0068
O -1.8251 -9.3246 -0.0381
O -0.3337 -7.9377 -1.0398
H 1.2215 -6.5588 -1.0608
H -0.4227 -5.8834 -1.0463
H 1.1139 -7.2002 1.2454
H 0.0540 -5.7737 1.3010
C 1.5705 6.0723 -5.4320
C 1.7017 6.2075 -3.9445
O 0.5365 6.9445 -3.5892
C -0.3832 6.7359 -4.5640
O -1.5322 7.0744 -4.4905
O 0.1607 6.0942 -5.6299
H 2.0015 5.1436 -5.8066
H 2.0160 6.9133 -5.9707
H 1.6796 5.2417 -3.4315
H 2.6053 6.7428 -3.6519
C -3.9615 -9.1972 -3.8923
C -2.5450 -9.1093 -3.4103
O -2.0138 -8.0300 -4.1710
C -3.0631 -7.2531 -4.5510
O -2.9555 -6.1767 -5.0599
O -4.2508 -7.8579 -4.2757
H -4.6468 -9.5360 -3.1146
H -4.0679 -9.8465 -4.7663
H -2.4774 -8.8599 -2.3491
H -1.9845 -10.0265 -3.5940
C -8.0332 -4.6460 3.5263
C -6.5802 -4.8734 3.8159
O -6.5926 -5.3462 5.1592
C -7.8240 -5.8774 5.3873
O -8.1165 -6.5098 6.3583
O -8.6789 -5.5963 4.3669
H -8.2828 -4.8206 2.4793
H -8.3645 -3.6424 3.8077
H -6.1408 -5.6432 3.1740
H -5.9887 -3.9593 3.7292
C 9.5642 2.4161 4.9390
C 9.5442 3.7816 5.5594
O 8.8485 4.5606 4.5946
C 8.0803 3.7069 3.8664
O 7.2460 4.0502 3.0838
O 8.3837 2.4090 4.1446
H 9.5367 1.6189 5.6828
H 10.4295 2.2642 4.2876
H 8.9882 3.8058 6.5010
H 10.5459 4.1775 5.7295
C -4.0101 5.8249 -8.1437
C -3.8717 5.9621 -6.6572
O -5.0327 6.6984 -6.2935
C -5.9615 6.4895 -7.2662
O -7.1047 6.8266 -7.1900
O -5.4193 5.8456 -8.3360
H -3.5801 4.8958 -8.5194
H -3.5670 6.6657 -8.6851
H -3.8907 4.9957 -6.1447
H -2.9663 6.4969 -6.3701
```

Properties
**E_tot**: -5376.363071 Eh
**SMILES string**: CCO[C@@H](OB(O)O)O[C@@](CCCCl)([C@@H](COC(C)=O)O[C@@H](F)CP(=O)(O)O)P(O)I.O=C1OCCO1.O=C1OCCO1.O=C1OCCO1.O=C1OCCO1.O=C1OCCO1.O=C1OCCO1.O=C1OCCO1
**Molecular weight**: 1244.888 u

***

Record 3
The following is a DFT calculation (ωB97M-V/def2-TZVPD) of a 3-piece molecular cluster, CH5INP overall at a distorted geometry.

Structure (XYZ):
```
9
CH5INP | the OMol25 dataset | ωB97M-V/def2-TZVPD
C 2.1341 0.9155 -0.1413
N 0.8663 1.1260 -0.1788
P -0.4721 0.9314 0.8832
I 0.7528 0.3910 2.9054
H 2.6209 0.5619 0.7189
H -2.8250 1.0202 1.8536
H 2.7110 0.9783 -1.0656
H 0.4765 1.4133 -0.9993
H -3.7017 0.9415 1.6811
```

Properties
**E_tot**: -734.807912 Eh
**Molecular weight**: 188.936 u

***

Record 4
The following is a DFT calculation (ωB97M-V/def2-TZVPD) of a single H12N2Si4 molecule at a distorted geometry.

Structure (XYZ):
```
18
H12N2Si4 | the OMol25 dataset | ωB97M-V/def2-TZVPD
N 0.7581 -0.0173 -0.1902
N -0.7255 -0.1400 0.0463
Si 1.4383 1.1667 -1.2498
Si 1.6490 -0.8711 0.9438
Si -1.6137 -1.1008 -1.1053
Si -1.3935 0.8650 1.3388
H 0.2559 1.9967 -1.8741
H 2.1766 2.3708 -0.5097
H 1.9784 0.3933 -2.4399
H 2.5236 -2.0593 0.5317
H 2.6683 -0.1230 1.7216
H 0.4468 -1.2598 1.6849
H -0.7981 -1.2480 -2.2640
H -2.9707 -0.6973 -1.4399
H -1.5756 -2.4573 -0.4995
H -2.4001 0.1684 2.3798
H -0.0918 1.0318 2.0218
H -2.3258 1.9813 0.9036
```

Properties
**E_tot**: -1274.572292 Eh
**SMILES string**: [SiH3]N([SiH3])N([SiH3])[SiH3]
**Molecular weight**: 152.454 u